{
  "formula": "C3H7ClN2S2",
  "method": "ωB97M-V/def2-TZVPD",
  "smiles": "CN(S)/C(CCl)=N\\S",
  "de_lowest_kcal_mol": 0.0,
  "orbital_gap_ev": 9.44,
  "homo_energy_ha": -0.3310,
  "total_charge": 0,
  "e_lumo_ev": 0.43,
  "species": ["Cl", "H", "C", "H", "N", "S", "H", "N", "H", "H", "H", "C", "H", "C", "S"],
  "xyz": [[2.78633, -0.80167, -0.00772], [-2.14400, -1.09616, 0.96802], [1.39354, -0.55371, -1.11589], [-2.76889, 0.90689, -0.20282], [-0.48192, 0.41541, 0.26415], [-1.58366, 1.32841, -0.70681], [1.49184, 0.46143, -1.58451], [-0.52171, -1.82752, -0.53669], [1.43345, -1.36059, -1.80842], [1.18269, 1.75861, 0.50412], [0.93253, 0.53938, 1.70148], [0.06857, -0.72191, -0.40650], [-0.17976, 1.93371, 1.66404], [0.39401, 1.20104, 1.07184], [-2.00302, -2.18332, 0.19571]],
  "forces_ev_per_a": [[0.0, 0.1, 0.0], [-0.1, 0.1, 0.1], [-0.2, 0.8, 0.4], [0.3, 0.0, 0.0], [-1.1, -0.5, -0.7], [0.1, -0.3, 0.1], [-0.1, -1.1, 0.4], [-0.4, -0.5, 0.2], [0.2, -0.3, -0.8], [-0.6, -0.2, 0.2], [0.4, -0.5, 0.9], [0.1, 1.1, -0.1], [0.2, -0.4, -0.2], [0.7, 1.6, -0.2], [0.4, 0.0, -0.3]]
}